# 1
{
  "formula": "C30H44AgO2S3Sb2",
  "method": "wB97M-V/def2-TZVPD",
  "total_charge": 1,
  "homo_lumo_gap_ev": 8.709,
  "multiplicity": 1,
  "relative_energy_ev": 0.000,
  "symbols": ["Ag", "O", "S", "C", "C", "C", "C", "S", "O", "C", "C", "C", "C", "C", "C", "C", "C", "C", "C", "C", "C", "H", "H", "H", "H", "H", "H", "H", "H", "H", "H", "H", "H", "H", "H", "H", "H", "H", "H", "C", "Sb", "C", "C", "C", "C", "C", "C", "C", "C", "C", "Sb", "C", "C", "H", "H", "H", "H", "H", "H", "H", "H", "H", "H", "H", "H", "H", "H", "H", "H", "H", "H", "H", "H", "C", "S", "C", "H", "H", "H", "H", "H", "H"],
  "positions_angstrom": [[-0.26083, 0.89364, -0.10670], [-0.50976, 0.62125, 2.29576], [-0.67750, 0.81184, 3.77263], [0.98017, 0.79227, 4.51597], [1.95283, 1.85624, 4.03028], [2.50356, 1.59285, 2.62512], [3.61843, 0.54630, 2.60041], [3.48019, -0.62808, 1.19776], [2.60241, 0.01822, 0.16512], [2.48793, -1.86678, 2.02906], [3.06439, -2.60097, 3.06097], [2.30656, -3.55697, 3.71577], [0.98993, -3.78596, 3.32752], [0.43841, -3.06904, 2.27781], [1.19281, -2.10669, 1.61696], [-1.04421, 2.54361, 4.01409], [-0.97717, 3.40695, 2.93316], [-1.26560, 4.75094, 3.12553], [-1.61707, 5.21444, 4.38561], [-1.69219, 4.33546, 5.45877], [-1.41286, 2.98992, 5.27517], [1.33427, -0.22752, 4.33024], [0.78266, 0.87952, 5.58753], [2.77364, 1.92564, 4.74963], [1.45461, 2.82783, 4.05009], [2.89830, 2.52268, 2.22037], [1.68955, 1.29176, 1.96537], [3.63408, -0.07255, 3.49826], [4.60091, 1.00704, 2.50104], [4.09586, -2.43042, 3.34898], [2.74343, -4.13129, 4.52173], [0.40123, -4.53635, 3.83832], [-0.58211, -3.25510, 1.96914], [0.78429, -1.54461, 0.78930], [-0.70856, 3.01741, 1.95849], [-1.22036, 5.43838, 2.29037], [-1.84368, 6.26201, 4.53188], [-1.97951, 4.69649, 6.43700], [-1.49056, 2.29678, 6.10492], [-0.75914, 0.22631, -3.99631], [0.30927, -0.60277, -2.34661], [0.20671, -2.65512, -2.91761], [2.34119, -0.18929, -2.96428], [2.43200, 0.95140, -3.93150], [2.24092, 0.69119, -5.29014], [2.27093, 1.69630, -6.23926], [2.50655, 3.00394, -5.83836], [2.72215, 3.27425, -4.49909], [2.69251, 2.26983, -3.52881], [2.96685, 2.64638, -2.10429], [1.20359, 3.12338, -0.96114], [0.34287, 4.53868, -2.30570], [2.13631, 4.51301, 0.36803], [-0.40339, -0.19184, -4.93559], [-0.61613, 1.30667, -4.01987], [-1.82056, 0.00552, -3.88247], [0.47373, -2.74497, -3.96952], [-0.80014, -3.03892, -2.76370], [0.90236, -3.23608, -2.31453], [2.70110, -1.11115, -3.42228], [2.89267, -0.02647, -2.04173], [2.07377, -0.33370, -5.60427], [2.12390, 1.46072, -7.28489], [2.54358, 3.80350, -6.56612], [2.94219, 4.29022, -4.19067], [3.58082, 3.54720, -2.06637], [3.47681, 1.86263, -1.54578], [1.07859, 5.30129, -2.55692], [-0.52010, 5.01374, -1.84047], [0.02505, 4.03722, -3.21878], [2.33932, 5.43734, -0.17105], [3.07833, 4.09011, 0.71235], [1.50362, 4.72342, 1.22906], [-3.62525, -0.08708, -0.47625], [-2.83100, 1.44350, 0.04612], [-3.13450, 2.44787, -1.41983], [-4.69205, 0.07460, -0.61976], [-3.47691, -0.81606, 0.31794], [-3.17532, -0.46050, -1.39572], [-2.68393, 1.99513, -2.30236], [-2.68183, 3.42286, -1.24695], [-4.20485, 2.57637, -1.57075]],
  "atomic_forces_ev_per_a": [[0.015, 0.180, -0.181], [0.002, -0.146, -0.109], [0.009, 0.003, -0.023], [-0.018, -0.031, 0.058], [0.020, -0.008, -0.040], [0.008, -0.008, 0.022], [-0.011, -0.007, -0.009], [0.033, -0.004, 0.051], [0.005, -0.011, 0.141], [0.046, 0.027, 0.052], [-0.028, 0.010, 0.013], [0.006, -0.002, -0.009], [-0.003, -0.010, 0.001], [-0.003, -0.006, -0.001], [-0.039, 0.006, -0.015], [-0.043, 0.009, -0.014], [-0.013, 0.001, 0.008], [0.003, -0.002, 0.003], [0.002, -0.001, 0.005], [0.002, 0.004, 0.002], [-0.004, -0.006, -0.003], [0.006, 0.013, -0.002], [0.024, 0.002, 0.005], [0.002, -0.012, -0.005], [0.043, -0.011, 0.000], [-0.003, 0.022, 0.004], [0.036, -0.009, 0.013], [0.019, 0.022, 0.006], [0.002, -0.006, -0.022], [-0.003, -0.012, 0.006], [0.000, 0.000, -0.002], [0.002, 0.004, 0.003], [0.005, -0.002, -0.001], [-0.040, 0.073, -0.014], [0.002, -0.004, -0.003], [0.000, -0.002, -0.002], [-0.001, 0.000, 0.000], [0.000, 0.000, 0.000], [0.000, 0.000, 0.001], [-0.002, -0.026, -0.012], [0.014, 0.062, 0.092], [-0.010, -0.010, 0.056], [0.026, 0.038, -0.058], [-0.008, -0.050, -0.003], [0.004, 0.012, -0.003], [0.001, 0.001, -0.003], [0.001, 0.000, 0.000], [-0.002, 0.006, 0.004], [-0.015, -0.003, -0.022], [0.014, 0.005, 0.057], [-0.043, -0.106, 0.062], [-0.017, -0.015, 0.000], [-0.014, 0.018, -0.009], [-0.009, -0.001, -0.008], [0.004, -0.002, 0.001], [-0.002, 0.005, -0.001], [0.006, 0.001, -0.001], [0.000, 0.000, -0.006], [0.002, -0.009, 0.001], [-0.012, -0.002, -0.033], [-0.039, -0.023, -0.063], [0.002, 0.001, 0.002], [-0.001, 0.001, -0.001], [0.001, 0.000, -0.001], [0.000, 0.002, 0.000], [0.003, 0.003, -0.008], [-0.012, -0.001, -0.007], [0.003, 0.001, -0.003], [0.005, -0.001, 0.003], [0.002, -0.004, 0.002], [0.000, 0.006, 0.004], [0.013, 0.020, 0.001], [0.007, -0.007, 0.000], [0.004, -0.001, 0.007], [-0.022, 0.015, 0.021], [0.004, -0.011, 0.000], [-0.001, -0.002, 0.000], [0.001, 0.001, 0.001], [0.002, -0.001, 0.000], [0.004, -0.002, -0.006], [0.000, -0.002, -0.001], [0.001, 0.002, -0.003]],
  "nbo_charge": [0.619, -1.047, 1.301, -0.600, -0.416, -0.436, -0.595, 1.276, -1.018, -0.296, -0.164, -0.219, -0.198, -0.191, -0.211, -0.294, -0.162, -0.210, -0.197, -0.182, -0.217, 0.240, 0.242, 0.220, 0.230, 0.220, 0.246, 0.231, 0.236, 0.215, 0.228, 0.227, 0.222, 0.233, 0.218, 0.218, 0.227, 0.228, 0.226, -0.996, 0.976, -0.978, -0.770, 0.042, -0.238, -0.195, -0.214, -0.200, -0.083, -0.741, 0.969, -0.989, -0.982, 0.241, 0.234, 0.229, 0.234, 0.236, 0.238, 0.238, 0.263, 0.208, 0.221, 0.222, 0.208, 0.236, 0.249, 0.235, 0.231, 0.241, 0.237, 0.230, 0.233, -0.741, 0.199, -0.744, 0.230, 0.241, 0.215, 0.220, 0.233, 0.232]
}

=====

# 2
{
  "formula": "C30H44BeN4OP2Si",
  "method": "wB97M-V/def2-TZVPD",
  "homo_lumo_gap_ev": 8.402,
  "multiplicity": 1,
  "symbols": ["Be", "C", "C", "C", "C", "C", "C", "C", "C", "C", "H", "H", "H", "H", "H", "H", "H", "H", "H", "H", "H", "H", "H", "H", "H", "P", "P", "N", "N", "N", "N", "C", "C", "C", "C", "C", "C", "C", "C", "C", "C", "C", "C", "C", "C", "C", "C", "C", "C", "H", "H", "H", "H", "H", "H", "H", "H", "H", "H", "H", "H", "H", "H", "H", "H", "H", "H", "H", "H", "C", "Si", "C", "C", "O", "H", "H", "H", "H", "H", "H", "H", "H", "H"],
  "positions_angstrom": [[-0.42309, 1.85121, 1.56541], [-1.20258, -1.64705, -3.23081], [-1.77554, -0.43539, -3.16234], [-3.16248, 0.01399, -2.82168], [-3.37052, 0.06846, -1.28320], [-3.90287, -1.22227, -0.70037], [-3.56993, -2.48627, -1.02776], [-3.17309, -2.99209, -2.37964], [-1.65490, -2.97830, -2.68725], [-0.70147, 1.57613, 3.25116], [-0.19585, -1.71648, -3.66293], [-1.08527, 0.42294, -3.18881], [-3.95512, -0.55147, -3.32981], [-3.23682, 1.04665, -3.19922], [-2.40948, 0.36030, -0.80505], [-4.06166, 0.88394, -0.98099], [-4.57438, -1.10794, 0.16825], [-3.67192, -3.27429, -0.26529], [-3.67203, -2.39094, -3.14505], [-3.56670, -4.01295, -2.48970], [-1.11009, -3.30335, -1.77707], [-1.35525, -3.75157, -3.42992], [0.15569, 1.07533, 3.72315], [-1.59512, 1.02907, 3.57746], [-0.78739, 2.56526, 3.71640], [-6.82362, 1.81334, 1.34538], [-6.09222, 3.62166, -1.72034], [-7.51043, 0.21476, 1.55823], [-7.87932, 2.67000, 2.58658], [-6.74308, 2.32642, -2.82421], [-6.38702, 5.04028, -2.74358], [-7.92990, 2.25382, -0.08326], [-7.67315, 3.65583, -0.67436], [-6.83207, -0.84273, 2.18499], [-7.71721, -1.90013, 2.33542], [-8.98352, -1.48041, 1.82442], [-8.82736, -0.19494, 1.32863], [-7.33290, 3.37193, 3.66973], [-8.35968, 4.05211, 4.32315], [-9.57899, 3.73184, 3.64895], [-9.25335, 2.89158, 2.59115], [-6.15472, 1.05460, -2.88000], [-6.89241, 0.22655, -3.71453], [-8.01387, 0.99028, -4.15151], [-7.95492, 2.22228, -3.51104], [-7.18926, 5.28786, -3.86422], [-7.22076, 6.65517, -4.11792], [-6.36397, 7.28413, -3.15272], [-5.86286, 6.28706, -2.33068], [-8.99287, 2.21223, 0.18724], [-7.73412, 1.47081, -0.83547], [-8.50144, 3.97389, -1.33663], [-7.57019, 4.43816, 0.10336], [-5.79379, -0.74320, 2.45860], [-7.48827, -2.85438, 2.77921], [-9.91773, -2.01426, 1.84226], [-9.52989, 0.43598, 0.80739], [-6.26633, 3.32159, 3.86391], [-8.25346, 4.70436, 5.17742], [-10.57130, 4.05763, 3.90451], [-9.88795, 2.46270, 1.83617], [-5.29330, 0.84170, -2.28554], [-6.63521, -0.78902, -3.98329], [-8.75502, 0.68879, -4.87269], [-8.67638, 3.01550, -3.45764], [-7.67601, 4.48275, -4.38649], [-7.77864, 7.14640, -4.90262], [-6.14081, 8.34313, -3.09447], [-5.20781, 6.33391, -1.47227], [2.24416, 1.19541, -1.84532], [1.83174, 1.17964, 0.01083], [1.20236, -0.49836, 0.55304], [3.55354, 1.54361, 0.66209], [0.64084, 2.16924, 0.62466], [3.21070, 0.69273, -2.00122], [2.35287, 2.20528, -2.25885], [1.50457, 0.66157, -2.45089], [1.93526, -1.27474, 0.31378], [1.02848, -0.50763, 1.63625], [0.24839, -0.75928, 0.07898], [3.80364, 2.61163, 0.63591], [3.64258, 1.18690, 1.69320], [4.28356, 0.99720, 0.04547]],
  "atomic_forces_ev_per_a": [[1.563, 0.128, 0.674], [0.630, 0.012, 0.602], [0.904, -0.183, 0.197], [0.012, 0.655, 0.445], [-0.809, 0.106, -0.310], [0.415, -0.500, 0.895], [-0.537, 0.339, 0.316], [0.719, -0.302, -0.607], [-0.629, -0.542, -0.725], [-0.737, 0.020, -0.262], [-0.082, 0.424, 0.533], [-0.190, -0.404, -0.881], [0.316, 0.199, 0.285], [-0.090, -0.337, 0.033], [-0.418, -0.428, -0.171], [0.358, -0.328, -0.260], [0.892, 0.011, 0.054], [-0.645, 0.392, -0.365], [0.076, -0.355, 0.115], [0.144, 0.237, 0.125], [0.026, 0.652, -0.345], [-0.528, 0.293, 0.291], [-0.052, 0.130, -0.313], [0.126, 0.051, -0.181], [0.084, -0.016, 0.035], [-3.000, 0.097, 1.184], [-2.242, -0.596, -1.434], [0.318, -0.554, -0.016], [0.959, 0.267, 0.000], [0.174, -0.521, 0.714], [0.454, 0.858, -0.003], [0.287, 0.325, -0.406], [0.578, 0.271, -0.237], [-1.190, -0.244, -0.326], [0.425, 0.982, -0.027], [0.506, 1.155, -0.387], [0.491, -0.858, 0.558], [-1.028, 0.272, -0.201], [0.589, -0.736, -0.631], [0.928, -0.684, -0.741], [0.379, 0.575, 0.623], [-0.623, 0.258, -0.747], [0.471, 1.035, 0.560], [0.202, 0.746, 0.796], [0.558, -0.485, -0.434], [-0.055, 0.842, 0.428], [0.630, -1.038, 0.720], [0.009, -0.879, 0.266], [-0.746, -0.191, -0.718], [0.555, -0.162, -0.025], [-0.234, 0.269, 0.155], [0.381, -0.220, 0.322], [-0.031, -0.390, -0.242], [-0.036, 0.017, -0.003], [0.034, 0.013, 0.023], [0.044, -0.165, -0.121], [0.064, -0.176, 0.218], [-0.276, 0.078, -0.035], [0.056, -0.138, -0.033], [-0.058, 0.050, -0.005], [-0.075, -0.010, 0.190], [0.075, 0.101, -0.179], [-0.076, 0.133, 0.080], [-0.186, -0.034, 0.188], [-0.026, 0.070, -0.273], [0.119, 0.116, 0.018], [0.130, -0.143, 0.023], [-0.009, -0.256, 0.095], [-0.005, 0.047, -0.116], [-0.630, 0.017, -0.085], [0.188, -0.007, -0.264], [0.296, -0.261, -0.061], [-0.160, -0.097, 0.533], [-0.422, -0.133, -0.506], [-0.297, 0.069, 0.203], [-0.079, -0.092, 0.135], [0.009, 0.111, -0.028], [-0.163, -0.126, 0.065], [0.146, -0.012, -0.103], [0.149, 0.037, -0.108], [-0.066, -0.207, -0.009], [0.181, 0.167, -0.006], [-0.218, 0.181, 0.230]],
  "mulliken_charge": [-0.045, -0.681, -0.228, -0.785, 0.238, -0.168, -0.352, -0.809, -0.612, -0.783, 0.320, 0.245, 0.511, 0.462, -0.018, 0.114, 0.218, 0.385, 0.141, 0.497, 0.309, 0.403, 0.214, 0.313, 0.196, -0.061, -0.253, 0.521, 0.372, 0.236, 0.341, -0.609, -1.138, -0.689, -0.722, -0.736, -0.090, -0.433, -0.626, -0.632, -0.098, -0.020, -0.426, -1.354, -0.273, -0.192, -0.646, -0.521, -0.408, 0.028, 0.595, 0.500, 0.548, 0.578, 0.423, 0.447, 0.339, 0.392, 0.406, 0.432, 0.271, 0.025, 0.537, 0.451, 0.660, 0.460, 0.419, 0.404, 0.342, -0.957, 0.634, -0.999, -1.068, -0.122, 0.325, 0.324, 0.158, 0.372, 0.336, 0.202, 0.312, 0.295, 0.300]
}